103
Properties=species:S:1:pos:R:3:forces:R:3:mulliken_charge:R:1 method="wB97M-V/def2-TZVPD" charge=+1 total_energy_ha=-1999.9884 homo_ev=-10.52 lumo_energy_ev=-4.3 orbital_gap_ev=6.2429 fmax_ha_per_bohr=0.111
O 5.273 4.008 2.757 0.198 0.164 -0.151 -0.213
O -1.818 -0.812 1.185 -0.720 -1.821 -2.211 -0.356
O -3.333 -4.016 7.260 -0.271 0.159 -0.039 -0.256
O 3.287 3.830 0.144 -0.233 0.107 0.088 -0.253
O -4.710 -3.698 4.515 0.285 0.102 0.112 -0.491
O -1.866 -2.522 4.729 -0.085 -0.195 -0.289 -0.347
O 4.204 6.528 1.331 -0.002 -0.382 -0.074 -0.476
O -0.258 -1.881 -0.111 -3.980 0.060 1.477 -0.588
N 0.498 2.069 -2.886 0.518 -0.242 -1.283 0.090
N 2.839 -0.712 -4.017 -1.619 2.965 0.017 1.153
N 3.017 -2.000 -4.244 -3.424 -1.849 -1.501 -1.223
N 4.012 -0.070 -3.574 0.314 0.643 0.571 -0.673
C -4.090 -4.978 6.532 0.556 0.221 -0.081 -0.608
C -3.397 0.832 -1.751 0.686 0.152 -0.656 -1.032
C 1.711 0.150 -4.127 -3.004 -2.710 -1.424 0.125
C -3.018 -1.947 4.119 0.135 -0.148 0.678 -0.056
C 4.774 5.740 0.287 -0.194 0.302 -0.061 -0.483
C 1.652 1.710 -3.761 0.173 0.039 -0.605 -0.601
C -1.981 -2.029 -5.819 -1.054 -1.576 -0.043 -0.879
C -3.019 -2.032 -4.560 -0.667 0.708 -0.679 -0.382
C -0.557 2.842 -3.605 -1.714 -0.785 0.422 -0.665
C -4.281 -2.378 4.856 -0.066 -0.053 -0.287 -0.557
C -2.628 -0.216 -2.723 -1.111 0.629 0.654 1.486
C 2.000 3.418 -0.278 0.457 0.025 0.142 -0.655
C -3.412 -0.513 -4.093 1.052 -1.595 0.532 -0.592
C -3.848 -3.801 8.560 0.198 -0.011 -0.175 -0.789
C -2.492 1.070 -0.429 -0.817 -0.782 -0.406 0.010
C 0.388 -0.513 -4.665 4.910 -2.848 0.617 0.353
C -2.936 -0.048 0.668 -0.664 1.758 0.002 -0.588
C -0.772 -2.607 3.838 -0.103 0.173 0.330 -0.511
C 3.732 4.996 -0.543 0.281 -0.356 0.388 -0.495
C 4.758 5.203 3.338 -0.281 -0.426 -0.282 -0.598
C 4.013 0.108 -2.093 1.411 -1.734 1.718 0.084
C 4.632 -1.262 -1.460 -0.464 -0.035 0.554 -1.200
C 6.574 3.702 3.221 -0.259 -0.037 -0.025 -0.799
C -1.444 -1.881 0.303 3.488 0.073 -0.814 0.815
C 1.925 -2.731 -4.728 -0.790 3.518 0.790 -0.522
C 0.575 -2.020 -4.966 0.072 1.688 0.580 0.528
C -2.390 -3.084 -0.149 -0.024 0.379 -0.365 -0.947
C -0.663 -2.885 -5.513 1.043 0.564 0.365 -0.901
C -3.916 -4.768 5.032 -0.331 -0.085 0.088 -0.301
C 3.678 5.806 2.447 0.207 0.249 0.144 -0.266
H -2.612 -2.666 -3.704 -0.446 1.020 -1.043 0.116
H -1.391 0.905 -0.737 -1.641 0.410 0.772 -0.089
H 3.782 -2.021 -1.323 1.331 0.946 -0.308 0.243
H 2.890 5.665 -0.751 0.016 0.042 0.003 0.366
H 1.480 2.259 -4.763 0.552 -0.991 1.372 0.391
H 5.544 5.070 0.673 -0.186 -0.201 -0.008 0.175
H -3.452 -2.713 -0.330 1.297 -0.757 0.510 0.283
H 6.565 3.523 4.302 0.147 0.045 -0.016 0.320
H -0.463 -1.607 3.513 0.044 -0.093 -0.158 0.205
H -0.269 -3.459 -6.430 -0.699 0.888 1.321 0.470
H 4.728 0.942 -1.742 -1.436 -0.979 -1.059 0.388
H -4.535 -0.509 -3.901 1.512 0.372 -0.339 0.380
H -0.166 3.595 -4.362 -0.279 -1.044 1.195 0.379
H 3.131 6.547 3.038 0.138 0.029 -0.060 0.411
H 5.277 6.455 -0.371 -0.128 0.023 0.037 0.430
H -3.102 0.162 -4.965 -0.770 -0.581 1.451 0.272
H -4.280 -5.667 4.524 -0.101 0.090 0.058 0.397
H 7.268 4.514 2.979 0.055 0.015 0.128 0.341
H 2.968 0.201 -1.644 1.277 0.392 -0.722 0.044
H -2.542 -2.595 -6.656 1.083 0.981 1.150 0.377
H -1.262 2.088 -4.130 0.853 1.390 0.349 0.147
H -3.236 -3.042 9.049 0.022 -0.111 -0.107 0.234
H -1.575 0.193 -2.880 -1.373 -0.735 0.091 -0.913
H 5.455 -1.713 -2.103 -1.206 0.752 0.659 0.310
H -4.441 0.420 -1.511 1.523 0.603 -0.182 0.440
H 1.715 2.538 0.302 0.107 0.035 -0.035 0.302
H 2.056 -3.852 -4.918 -0.062 1.987 0.352 0.414
H -3.388 0.546 1.542 0.744 -1.261 -1.093 0.301
H -3.567 1.807 -2.330 0.297 -1.277 0.840 0.298
H 1.264 4.207 -0.090 -0.075 0.004 -0.147 0.466
H -3.767 -0.687 0.216 1.243 0.578 0.710 0.243
H -2.913 -0.857 4.175 -0.141 0.106 -0.180 0.430
H -5.096 -1.720 4.539 0.037 -0.099 -0.083 0.433
H -3.806 -4.725 9.147 -0.115 0.018 0.103 0.326
H -2.657 2.118 0.016 0.438 -1.649 -0.774 0.430
H -5.152 -4.905 6.787 -0.024 -0.017 -0.044 0.355
H 2.012 3.157 -1.339 -0.188 0.077 0.005 0.026
H -2.560 -1.197 -2.134 0.125 1.337 -0.907 -0.464
H 5.077 -1.093 -0.417 -0.768 -0.018 -1.493 0.373
H -1.034 -3.223 2.970 0.047 0.048 -0.130 0.154
H -1.977 -3.468 -1.152 -0.512 0.768 1.576 0.315
H 4.327 4.939 4.311 -0.023 0.209 0.115 0.417
H 2.611 2.122 -3.305 -1.095 -0.880 -0.616 0.173
H 4.172 0.798 -4.096 -0.399 -0.546 0.227 0.406
H -1.795 -0.981 -6.223 -0.026 -1.407 0.614 0.509
H -4.879 -3.433 8.510 -0.058 -0.096 0.078 0.334
H 0.121 1.226 -2.435 0.133 0.717 -0.186 -0.158
H 0.058 -3.083 4.363 -0.121 0.055 0.024 0.365
H -4.184 -2.262 5.937 0.261 -0.037 -0.045 0.168
H -1.224 3.369 -2.825 1.189 -0.634 -1.260 0.248
H 6.913 2.798 2.713 -0.123 0.048 0.046 0.228
H 5.559 5.935 3.483 -0.024 0.041 -0.005 0.366
H -2.867 -4.652 4.753 0.042 0.106 0.249 0.127
H -4.021 -2.519 -4.863 1.781 0.565 0.223 0.406
H -2.351 -3.986 0.564 -0.159 1.728 -0.780 0.271
H 2.949 5.060 2.125 0.192 -0.171 0.032 0.056
H -0.880 -3.662 -4.688 0.270 1.097 -1.329 0.363
H 4.181 4.671 -1.490 0.026 0.190 -0.165 0.345
H -3.089 -2.250 3.069 -0.036 -0.003 -0.018 -0.017
H -3.718 -5.971 6.809 -0.177 -0.149 -0.079 0.423
H -0.566 0.077 -4.828 1.502 -0.982 0.262 0.111



39
Properties=species:S:1:pos:R:3:forces:R:3:nbo_charge:R:1 method="wB97M-V/def2-TZVPD" total_energy_ha=-1842.0862 homo_ev=-8.97 lumo_energy_ev=-0.7 e_above_lowest_kcal_mol=103.3 orbital_gap_ev=8.3145 fmax_ha_per_bohr=0.024
S 5.071 -1.482 1.248 0.669 0.084 1.062 2.178
S -0.628 0.685 -0.448 0.369 0.239 0.205 1.012
O 5.295 -2.565 2.173 -0.264 -0.351 -0.406 -0.948
O 5.449 -0.188 1.754 -0.213 0.319 -0.589 -0.945
O -4.606 0.623 -1.073 -0.007 -0.018 0.008 -0.367
O -2.971 1.847 -1.747 -0.158 0.074 -0.109 -0.390
N -0.440 -0.890 -0.568 -0.072 -0.317 -0.041 -0.646
N -4.044 1.691 -1.195 0.004 -0.040 -0.033 0.533
N 0.805 1.119 0.143 -0.362 0.007 -0.125 -0.600
C 2.662 -2.619 0.336 -0.562 -0.054 -0.141 0.005
C -4.698 5.226 -0.213 -0.103 -0.040 0.054 -0.207
C -4.697 2.880 -0.627 -0.073 0.155 0.077 0.019
C 2.835 -0.172 0.695 0.059 0.234 0.072 -0.151
C 5.972 -1.792 -0.264 -0.547 0.124 -0.227 -0.883
C 0.476 -3.599 -0.556 0.171 -0.106 -0.272 -0.640
C -6.501 3.848 0.592 0.072 0.096 -0.027 -0.207
C 1.363 -2.485 -0.096 0.206 0.010 0.208 -0.013
C -5.901 5.094 0.467 0.004 -0.012 -0.006 -0.176
C 3.339 -3.963 0.377 0.365 0.318 0.113 -0.664
C 3.370 -1.424 0.712 0.132 0.252 0.180 -0.327
C -5.899 2.729 0.040 -0.179 -0.100 0.090 -0.187
C 0.803 -1.174 -0.142 -0.662 -0.127 -0.234 0.162
C -4.087 4.113 -0.766 0.154 0.150 -0.054 -0.187
C 1.498 -0.016 0.255 0.755 -0.201 0.222 0.051
H -7.438 3.747 1.121 -0.007 -0.019 -0.003 0.224
H 3.401 0.690 1.013 0.142 -0.019 0.022 0.261
H 3.911 -4.100 -0.541 -0.085 -0.273 -0.163 0.215
H 0.324 -3.499 -1.631 -0.165 0.018 -0.080 0.231
H -3.150 4.209 -1.294 0.002 -0.122 -0.016 0.250
H -4.233 6.198 -0.311 0.018 -0.003 -0.011 0.224
H 0.899 -4.579 -0.395 0.122 -0.156 0.116 0.216
H -6.372 5.965 0.903 -0.004 0.002 -0.006 0.221
H 2.644 -4.775 0.518 -0.196 -0.153 -0.200 0.225
H 6.698 -2.579 -0.113 0.210 0.042 0.187 0.258
H 5.262 -2.098 -1.028 -0.063 -0.134 -0.041 0.239
H 6.396 -0.843 -0.574 0.263 0.016 0.052 0.258
H 4.056 -4.018 1.186 0.008 0.027 0.116 0.263
H -0.501 -3.564 -0.084 -0.106 0.130 0.057 0.237
H -6.361 1.758 0.134 0.100 -0.052 -0.057 0.251



19
Properties=species:S:1:pos:R:3:forces:R:3:nbo_charge:R:1 method="wB97M-V/def2-TZVPD" charge=+1 total_energy_ha=-323.5671 homo_ev=-13.81 lumo_energy_ev=-3.2 e_above_lowest_kcal_mol=69.7 orbital_gap_ev=10.6447 fmax_ha_per_bohr=0.067
N 0.504 -0.496 -0.165 -2.367 -2.162 -1.306 -0.188
N 2.199 0.980 0.216 -1.062 0.754 -0.805 -0.743
N -0.347 0.597 -0.092 -1.282 0.412 -1.721 -0.302
C -0.081 -1.935 -0.259 0.465 0.724 3.294 -0.434
C -0.942 0.740 1.203 -1.206 -1.169 1.953 -0.438
C 1.736 -0.248 0.083 2.540 -0.476 0.429 0.387
C -1.329 0.712 -1.199 -0.234 1.412 2.415 -0.420
H 1.437 1.618 -0.127 1.234 -0.033 0.743 0.442
H -1.973 0.208 1.354 1.842 0.376 -0.395 0.201
H -1.959 1.559 -0.869 0.333 -0.230 -0.447 0.228
H -1.068 -1.808 0.304 1.571 -0.702 -0.470 0.235
H -1.193 1.783 1.456 0.635 -0.296 -0.231 0.237
H -0.781 1.002 -2.024 0.715 0.378 -2.130 0.215
H 2.374 -1.119 0.232 0.114 0.308 -0.167 0.231
H -2.028 -0.078 -1.376 -0.037 -1.101 0.059 0.208
H 3.182 1.276 0.275 -0.899 -0.625 -0.033 0.453
H -0.160 0.294 1.864 -1.118 0.713 0.297 0.212
H 0.706 -2.568 0.260 -1.353 0.686 -0.030 0.227
H -0.276 -2.518 -1.136 0.109 1.030 -1.456 0.251